1.
# C2H9NO4

A cluster of 3 separate species, C2H9NO4 in total (wB97M-V/def2-TZVPD, OMol25).

Calculated values
Energy above the lowest of the compared OMol25 structures with the same formula, charge and spin ... 13.11 kcal/mol
Net charge ... 0

Each line ends with the Löwdin charge.
Element x y z (Å)
C (-0.5936, 2.6582, 0.2097)  -0.08
N (-1.0614, 1.6557, -0.7434)  -0.02
C (-1.2754, 0.3040, -0.4855)  -0.59
O (-2.2630, -0.3123, -0.7662)  0.10
O (-0.1297, -0.2153, 0.0455)  0.08
H (-0.4005, 3.5388, -0.3856)  0.08
H (0.3514, 2.3472, 0.6648)  0.08
H (-1.3166, 2.7795, 1.0132)  0.08
H (-1.2053, 1.9648, -1.6857)  0.12
H (-0.3448, -1.1042, 0.3975)  0.07
O (4.6069, -1.7238, -0.0230)  -0.06
H (4.8695, -1.4419, -0.8995)  0.03
H (3.8984, -2.3544, -0.1893)  0.03
O (-1.4090, -2.6378, 0.6960)  -0.04
H (-2.3562, -2.6268, 0.5105)  0.06
H (-1.3708, -2.8318, 1.6411)  0.06

2.
# C53H46BBiN13O2P

A structure of composition C53H46BBiN13O2P (wB97M-V/def2-TZVPD, OMol25).

Calculated values
Spin multiplicity ... 2
Net charge ... +1
E ... -94976.3006 eV

Each line ends with the Löwdin charge.
Element x y z (Å)
Bi (0.3011, -0.4756, -1.3983)  1.93
C (4.4535, -0.5707, 0.5202)  -0.09
C (5.3132, 0.0606, -0.3937)  -0.06
C (4.7690, 0.8257, -1.3851)  0.00
C (3.3609, 0.9082, -1.5290)  -0.36
N (2.5547, 0.1691, -0.7232)  -0.05
C (3.1018, -0.4832, 0.3096)  -0.24
N (2.9097, 1.8048, -2.3952)  0.15
C (1.7832, 1.8254, -3.0288)  -0.34
N (0.9005, 0.7823, -3.1404)  -0.08
C (-0.0339, 1.0760, -4.1069)  -0.33
N (-0.9154, 0.2363, -4.5732)  0.13
C (-0.9271, -1.0698, -4.2927)  -0.38
C (-1.7303, -1.8635, -5.1468)  -0.02
C (-1.7146, -3.2265, -5.0646)  -0.06
C (-0.8711, -3.8312, -4.1212)  -0.06
C (-0.1801, -3.0211, -3.2617)  -0.17
N (-0.2142, -1.6823, -3.2971)  -0.06
C (0.2003, 2.4251, -4.5764)  -0.11
C (-0.4370, 3.2292, -5.5098)  -0.01
C (0.0873, 4.4904, -5.7385)  -0.08
C (1.2100, 4.9531, -5.0568)  -0.08
C (1.8646, 4.1588, -4.1309)  -0.03
C (1.3506, 2.8935, -3.9026)  -0.12
H (4.8423, -1.1195, 1.3622)  0.11
H (6.3839, -0.0373, -0.2985)  0.11
H (5.3651, 1.3782, -2.0928)  0.11
H (2.3986, -0.9309, 0.9998)  0.10
H (-2.3192, -1.3405, -5.8827)  0.12
H (-2.3211, -3.8254, -5.7255)  0.11
H (-0.7838, -4.9034, -4.0576)  0.10
H (0.4387, -3.4435, -2.4885)  0.09
H (-1.3152, 2.8871, -6.0337)  0.11
H (-0.3891, 5.1431, -6.4535)  0.10
H (1.5764, 5.9467, -5.2704)  0.10
H (2.7297, 4.5033, -3.5873)  0.11
C (-3.4895, -0.9228, -2.4990)  -0.02
C (-2.9196, -1.9713, -1.6115)  -0.34
C (-3.5491, -3.1498, -1.1911)  0.01
C (-2.6701, -3.7235, -0.3032)  -0.03
N (-1.5784, -2.9412, -0.2167)  0.01
N (-1.7373, -1.8748, -1.0160)  -0.08
B (-0.5946, -2.9747, 0.9615)  -0.70
N (0.8967, -2.8908, 0.4521)  0.02
C (1.9093, -3.5558, 1.0211)  -0.07
C (2.9756, -3.6015, 0.1425)  0.01
C (2.5421, -2.9121, -0.9888)  -0.35
C (3.2303, -2.7187, -2.2882)  0.00
N (1.2885, -2.4855, -0.7729)  -0.11
N (-0.9787, -1.8506, 1.9197)  0.02
C (-0.8754, -1.9010, 3.2699)  -0.10
C (-1.7951, -1.0392, 3.8043)  -0.06
C (-2.4471, -0.4783, 2.6896)  -0.36
C (-3.6152, 0.4425, 2.6867)  -0.03
N (-1.9348, -0.9600, 1.5729)  0.13
N (-0.7123, -4.3104, 1.6741)  -0.03
C (-0.2070, -5.5162, 1.3035)  -0.09
C (-0.6339, -6.4509, 2.2104)  -0.01
C (-1.4313, -5.7270, 3.1205)  -0.35
C (-2.1445, -6.2438, 4.3182)  -0.03
N (-1.4661, -4.4545, 2.7768)  0.12
H (-3.8941, -1.3703, -3.4061)  0.09
H (-2.7455, -0.1774, -2.7682)  0.05
H (-4.3080, -0.4285, -1.9744)  0.08
H (-4.5159, -3.5091, -1.4785)  0.11
H (-2.7641, -4.6251, 0.2682)  0.12
H (1.8278, -3.9692, 2.0057)  0.14
H (3.9294, -4.0624, 0.2990)  0.12
H (3.2458, -3.6614, -2.8379)  0.10
H (4.2632, -2.4163, -2.1323)  0.09
H (2.7181, -1.9736, -2.8912)  0.07
H (-0.1600, -2.5316, 3.7532)  0.12
H (-1.9982, -0.8619, 4.8391)  0.11
H (-4.4896, -0.0787, 3.0739)  0.09
H (-3.8345, 0.7592, 1.6723)  0.06
H (-3.4430, 1.3153, 3.3135)  0.07
H (0.4124, -5.6300, 0.4350)  0.12
H (-0.4147, -7.4986, 2.2245)  0.10
H (-2.3545, -7.3040, 4.2010)  0.08
H (-3.0737, -5.6984, 4.4609)  0.08
H (-1.5332, -6.1110, 5.2109)  0.08
O (1.7992, 4.3799, -1.1872)  0.22
C (1.3975, 4.1927, -0.0835)  -0.31
O (0.8136, 2.8319, 0.1968)  -0.16
C (1.3147, 4.9706, 1.1084)  -0.12
C (1.8753, 6.2380, 1.3127)  0.03
C (1.7260, 6.8418, 2.5407)  -0.03
C (1.0390, 6.2114, 3.5874)  -0.02
C (0.4576, 4.9704, 3.4003)  -0.04
C (0.5826, 4.3694, 2.1616)  -0.19
P (0.0759, 2.7673, 1.5776)  1.04
C (-1.6901, 2.7779, 1.1675)  -0.26
C (-2.5652, 3.5956, 1.8749)  -0.08
C (-3.8280, 3.8441, 1.3658)  -0.05
C (-4.2093, 3.2984, 0.1488)  -0.04
C (-3.3369, 2.4789, -0.5516)  -0.05
C (-2.0785, 2.2161, -0.0439)  -0.08
C (0.9126, 1.5861, 2.6539)  -0.25
C (2.2812, 1.4041, 2.4696)  -0.08
C (3.0049, 0.6904, 3.4052)  -0.06
C (2.3751, 0.1815, 4.5326)  -0.04
C (1.0231, 0.4108, 4.7368)  -0.06
C (0.2907, 1.1260, 3.8059)  -0.08
H (2.4138, 6.7042, 0.5027)  0.14
H (2.1515, 7.8205, 2.7027)  0.12
H (0.9766, 6.6959, 4.5492)  0.12
H (-0.0839, 4.4851, 4.1990)  0.12
H (-2.2517, 4.0516, 2.8017)  0.11
H (-4.5059, 4.4902, 1.9041)  0.12
H (-5.1741, 3.5396, -0.2726)  0.12
H (-3.6228, 2.0705, -1.5093)  0.11
H (-1.3907, 1.5882, -0.5901)  0.03
H (2.7731, 1.8282, 1.6073)  0.11
H (4.0631, 0.5349, 3.2568)  0.11
H (2.9437, -0.3807, 5.2581)  0.12
H (0.5305, 0.0323, 5.6188)  0.12
H (-0.7571, 1.3288, 3.9575)  0.10

3.
# C4H14CsN4O3

A structure of composition C4H14CsN4O3 (wB97M-V/def2-TZVPD, OMol25).

Calculated values
Energy above the lowest of the compared OMol25 structures with the same formula, charge and spin ... 3.90 kcal/mol
Net charge ... +1

Each line ends with the Löwdin charge.
Element x y z (Å)
Cs (1.6158, 0.9595, -1.9808)  1.16
C (2.5772, -1.7994, 0.9556)  -0.07
C (2.6745, -0.3951, 1.4968)  -0.31
O (3.2471, 0.4409, 0.4817)  -0.22
H (2.2213, -2.4779, 1.7296)  0.09
H (3.5446, -2.1241, 0.5753)  0.09
H (1.8774, -1.8563, 0.1166)  0.06
H (3.2922, -0.3734, 2.3982)  0.12
H (1.6940, 0.0019, 1.7905)  0.10
H (3.4772, 1.2864, 0.8807)  0.09
C (-1.6580, 2.6210, -1.2463)  -0.68
O (-1.5609, 2.2035, -2.3926)  -0.01
N (-0.8937, 2.0169, -0.2681)  0.09
N (-2.3181, 3.7341, -0.8554)  0.18
H (-0.6962, 1.0359, -0.3987)  0.00
H (-0.7339, 2.4077, 0.6438)  0.10
H (-2.2329, 4.0658, 0.0877)  0.10
H (-2.8624, 4.2724, -1.5044)  0.12
C (-1.3209, -1.6460, -0.5171)  -0.64
O (-0.4542, -0.9573, -1.0609)  -0.15
N (-1.4680, -1.7583, 0.8300)  0.18
N (-2.1389, -2.4349, -1.2574)  0.18
H (-2.1693, -2.3829, 1.1892)  0.11
H (-0.7872, -1.4107, 1.4782)  0.10
H (-2.8957, -3.0011, -0.9161)  0.11
H (-2.0312, -2.4286, -2.2561)  0.12

4.
# C9H14O

A cluster of 2 separate species, C9H14O in total (wB97M-V/def2-TZVPD, OMol25).

Calculated values
Energy above the lowest of the compared OMol25 structures with the same formula, charge and spin ... 60.52 kcal/mol
Net charge ... 0

Each line ends with the Löwdin charge.
Element x y z (Å)
C (-3.1358, 1.3874, -1.1901)  -0.07
C (-1.9178, 1.1505, -0.3285)  -0.25
C (-2.0029, -0.2217, 0.2716)  0.00
C (-1.1100, -0.5597, 1.2787)  -0.02
C (-0.3425, 0.4880, 1.7551)  -0.31
O (0.5995, 0.0758, 2.7483)  -0.03
C (-0.0301, 1.5995, 1.0187)  -0.02
C (-0.9053, 1.9866, 0.0067)  -0.06
H (-3.4284, 0.6484, -1.8688)  0.05
H (-3.1611, 2.4165, -1.6575)  0.10
H (-4.0290, 1.2797, -0.5238)  0.09
H (-2.7512, -0.8057, -0.0377)  0.06
H (-1.0708, -1.4638, 1.9341)  0.14
H (0.2441, 0.1386, 3.6431)  0.09
H (0.7972, 2.1839, 1.3301)  0.11
H (-0.8529, 2.9798, -0.4349)  0.12
C (2.5934, -2.3261, -1.3738)  -0.17
C (3.0589, -1.0816, -0.5508)  -0.18
H (1.4848, -2.3976, -1.5637)  0.06
H (3.2173, -2.2354, -2.2372)  0.03
H (2.7933, -3.4502, -0.9822)  0.10
H (3.0343, -0.0738, -1.2404)  0.12
H (2.8283, -0.6636, 0.4106)  0.03
H (4.0867, -1.0557, -0.4077)  0.01